Record 1
Below is a cluster of 6 separate species, C20H53ClN7O12 in total in a non-equilibrium geometry, with properties calculated with ωB97M-V/def2-TZVPD.

The value obtained for the strongest force on any atom is 4.50 eV/A. The total energy comes out at -2539.72919 hartree.

Geometry as ORCA input:
```
! wB97M-V def2-TZVPD RIJCOSX def2/J DEFGRID3
* xyz -1 1
Cl 2.268 -5.815 1.067
O -5.054 8.227 5.234
O 6.296 -0.374 5.839
O -4.441 2.383 6.427
O 1.123 3.827 0.750
O 6.259 -3.584 -6.705
O 1.979 -6.880 0.106
O -7.685 -2.194 -1.379
O -4.102 -0.949 -3.182
O 0.944 -5.330 1.513
O 3.048 -6.423 2.129
O 9.470 -2.032 -4.164
O 3.056 -4.690 0.444
N -4.918 5.126 6.873
N 6.436 -1.287 -4.393
N -5.178 -3.466 -2.868
N 1.599 1.634 0.660
N 4.595 -1.568 5.004
N 6.306 -1.253 3.709
N 2.576 2.809 -0.757
C 7.572 -0.407 -4.249
C 6.814 -3.535 -8.034
C -3.158 -1.946 -2.701
C 5.915 -1.286 -5.681
C -5.963 9.397 5.218
C 1.736 2.885 0.266
C 10.181 -3.058 -4.899
C -3.927 0.286 -2.471
C -5.497 -3.478 -1.399
C -4.674 5.844 5.669
C 5.377 -2.543 -6.380
C -7.057 -3.505 -1.158
C -3.748 -3.372 -3.042
C -5.560 2.957 5.877
C 8.899 -1.057 -4.912
C -3.922 1.179 5.832
C -5.642 6.946 5.174
C 5.775 -1.048 4.936
C -7.721 -1.358 -0.258
C -6.048 4.209 6.748
H -2.126 -1.699 -2.951
H -3.249 -2.033 -1.619
H -4.062 -0.026 -1.435
H -6.255 2.139 6.067
H -5.604 -2.592 -3.141
H -5.004 -4.382 -1.043
H -8.296 -1.998 0.411
H -6.332 3.862 7.742
H 9.696 -0.321 -5.018
H -4.719 1.017 -2.628
H 7.461 0.580 -4.698
H 9.340 -3.597 -5.336
H -5.667 10.438 5.086
H 7.112 -4.528 -8.371
H -8.194 -0.378 -0.208
H -2.921 0.694 -2.571
H 7.706 -0.215 -3.184
H -5.598 3.043 4.791
H 3.062 3.615 -1.123
H 5.811 -1.931 3.146
H 2.462 1.152 0.453
H -3.129 0.858 6.507
H 1.265 1.651 1.613
H 4.228 -2.294 4.406
H 4.800 -2.173 -7.228
H 6.088 -3.138 -8.744
H 10.772 -3.750 -4.298
H 10.867 -2.740 -5.684
H -3.411 -3.542 -4.065
H -6.567 9.304 4.316
H 7.594 -2.777 -8.114
H 2.564 1.835 -1.025
H -6.628 9.294 6.075
H 7.258 -0.942 3.582
H 8.572 -1.398 -5.894
H 6.550 -0.746 -6.383
H 4.281 -1.463 5.959
H -7.362 -3.979 -0.225
H 5.049 -0.624 -5.672
H 4.765 -2.958 -5.580
H -4.616 0.342 5.759
H -4.200 4.436 7.045
H -7.509 -4.108 -1.945
H -5.854 6.854 4.109
H -3.456 1.337 4.859
H -3.372 -4.212 -2.458
H 6.518 -2.255 -4.115
H -6.951 4.648 6.326
H -6.661 -1.294 -0.011
H -3.720 6.297 5.938
H -6.577 6.871 5.730
H -4.478 5.119 4.878
H -5.228 -2.563 -0.871
*
```

Mulliken population analysis, charges in e, atoms 1 to 2:
1 Cl 1.5238
2 O -0.3697

=====

Record 2
Below is a cluster of 6 separate species, C20H53ClN7O12 in total in a non-equilibrium geometry, with properties calculated with ωB97M-V/def2-TZVPD.

The value obtained for the strongest force on any atom is 8.89 eV/A. The total energy comes out at -2539.65544 hartree.

Geometry as ORCA input:
```
! wB97M-V def2-TZVPD RIJCOSX def2/J DEFGRID3
* xyz 0 2
Cl -3.315 0.615 -1.305
O 0.351 -2.352 3.360
O -4.640 0.600 -0.763
O -2.747 1.901 -1.046
O -1.153 3.620 3.303
O 1.339 -0.596 -1.848
O -2.446 -0.367 -0.660
O -3.318 0.429 -2.729
O 3.014 5.543 2.982
O -6.491 4.996 0.493
O 0.453 -6.055 -4.096
O 4.525 -0.901 0.948
O -2.917 -4.653 -2.732
N 1.614 0.222 -3.874
N -0.303 0.047 -3.176
N -0.175 -4.279 -1.971
N 1.825 -1.000 0.938
N -5.432 3.751 -0.885
N -5.666 3.104 1.147
N 1.351 3.523 1.921
C 0.419 -0.992 1.313
C 1.051 -4.112 -2.762
C 0.043 3.449 1.197
C 2.394 4.166 1.151
C 2.519 0.189 1.448
C 0.455 -6.779 -5.341
C 5.911 -0.845 0.410
C 3.922 0.400 0.847
C 3.568 4.602 2.075
C -5.934 3.958 0.210
C 0.045 -1.048 2.828
C -1.044 -3.167 -2.010
C 0.029 -2.514 4.739
C -4.279 -4.886 -2.605
C -2.524 -3.617 -1.849
C 0.905 -0.103 -2.876
C -2.047 3.061 4.225
C 3.959 6.321 3.768
C 1.044 -4.742 -4.172
C -1.068 2.846 2.100
H -0.767 -2.510 -1.186
H -5.111 2.797 -0.967
H 2.057 -4.762 -4.574
H -0.540 0.463 -4.065
H 1.931 1.107 1.455
H -0.257 -6.249 -5.972
H -1.106 -2.631 -2.956
H -1.745 2.068 4.559
H 4.414 5.802 4.612
H -2.626 -4.099 -0.877
H 2.070 5.072 0.640
H 4.069 3.786 2.594
H 0.472 -4.151 -4.888
H 4.364 5.072 1.497
H 0.137 -7.798 -5.116
H -3.216 -2.777 -1.905
H -0.035 -1.898 0.912
H 2.603 0.171 -3.675
H -5.704 4.369 -1.636
H 1.203 4.117 2.725
H -4.703 -5.254 -3.539
H 0.440 -0.194 3.378
H 6.499 -0.204 1.067
H -1.046 -2.639 4.866
H 4.265 1.192 1.512
H -0.221 4.501 1.088
H -4.766 -3.956 -2.312
H -3.071 3.039 3.851
H 2.708 -0.014 2.502
H -5.942 3.312 2.096
H 2.798 3.396 0.493
H 4.706 6.842 3.170
H -4.468 -5.685 -1.887
H -0.974 0.042 -2.420
H -2.080 3.777 5.045
H 0.161 2.938 0.241
H -1.020 -0.970 3.050
H 6.269 -1.874 0.438
H 3.225 7.051 4.109
H 0.566 -3.334 5.214
H -0.574 -5.033 -2.512
H -0.696 1.842 2.302
H 1.717 -0.811 -0.048
H -0.122 -0.189 0.813
H -2.007 2.756 1.554
H -5.329 2.169 0.967
H 1.449 -3.097 -2.729
H 0.372 -1.653 5.313
H 3.815 0.784 -0.168
H 1.860 -4.617 -2.235
H 1.416 -6.716 -5.852
H 6.058 -0.408 -0.578
H 1.247 0.725 -4.669
*
```

Mulliken population analysis, charges in e, atoms 1 to 2:
1 Cl 1.5655
2 O -0.4151

=====

Record 3
Below is a cluster of 9 separate species, C20H53F6N7O10P in total in a non-equilibrium geometry, with properties calculated with ωB97M-V/def2-TZVPD.

The value obtained for the strongest force on any atom is 6.22 eV/A. The total energy comes out at -2868.93880 hartree.

Geometry as ORCA input:
```
! wB97M-V def2-TZVPD RIJCOSX def2/J DEFGRID3
* xyz 3 1
P -15.406 9.852 -6.595
F -14.613 9.794 -7.948
F -14.184 9.022 -5.764
F -16.221 8.502 -7.014
F -16.578 10.734 -7.254
F -14.656 11.272 -6.272
F -16.289 9.916 -5.238
O -18.689 9.773 -11.848
O -19.110 9.056 -6.826
O -19.990 12.704 -13.743
O -15.502 14.448 -13.657
O -19.881 6.057 -14.820
O -22.137 10.049 -13.117
O -15.309 8.565 -13.199
O -18.149 14.932 -8.627
O -14.194 15.089 -12.199
O -15.837 14.017 -11.588
N -21.240 8.070 -6.873
N -17.689 12.330 -13.197
N -18.642 14.188 -6.420
N -20.014 7.259 -12.815
N -23.200 12.083 -13.600
N -16.672 7.576 -11.508
N -15.185 14.513 -12.485
C -19.155 6.650 -6.121
C -14.991 6.166 -12.989
C -18.059 11.384 -10.166
C -20.359 13.978 -8.436
C -17.141 11.773 -14.516
C -24.689 11.917 -13.638
C -18.882 14.715 -12.902
C -21.530 8.099 -8.417
C -18.985 14.393 -7.898
C -18.908 13.269 -13.406
C -19.722 8.016 -6.622
C -19.767 7.217 -14.348
C -22.575 11.062 -12.666
C -18.947 10.222 -10.561
C -15.741 7.518 -12.687
C -22.672 11.363 -11.171
C -17.876 12.829 -6.214
C -21.494 7.339 -12.479
C -19.499 8.512 -15.062
C -15.977 7.724 -10.139
H -21.331 9.122 -8.737
H -21.677 8.050 -11.673
H -20.353 8.988 -15.544
H -19.448 6.564 -5.074
H -22.893 11.918 -14.548
H -23.345 12.138 -10.804
H -17.921 11.768 -15.277
H -14.797 6.164 -14.062
H -22.036 7.778 -13.317
H -18.969 14.755 -11.816
H -25.101 12.016 -12.633
H -15.373 6.847 -9.905
H -18.184 11.726 -9.139
H -21.783 6.288 -12.465
H -16.471 12.567 -14.847
H -22.943 13.032 -13.370
H -23.015 10.544 -10.538
H -18.071 14.892 -5.976
H -18.047 12.550 -5.174
H -19.175 9.240 -14.318
H -19.362 5.707 -6.626
H -16.968 12.719 -12.607
H -17.258 6.762 -11.390
H -17.028 11.050 -10.285
H -17.930 15.161 -13.189
H -18.051 11.571 -12.636
H -21.832 8.774 -6.456
H -21.685 11.678 -10.833
H -19.466 6.596 -12.286
H -20.638 12.939 -8.260
H -16.833 13.107 -6.367
H -19.991 10.534 -10.584
H -18.296 12.170 -6.973
H -13.981 6.347 -12.620
H -18.080 6.780 -6.003
H -18.652 8.329 -15.723
H -18.876 9.467 -9.778
H -20.793 7.463 -8.907
H -16.650 10.845 -14.224
H -17.403 8.263 -11.628
H -18.110 12.326 -10.711
H -19.472 14.281 -5.852
H -15.254 8.535 -10.061
H -21.613 7.234 -6.447
H -24.888 10.914 -14.016
H -19.611 8.122 -12.479
H -20.469 14.056 -9.517
H -22.544 7.705 -8.478
H -25.110 12.802 -14.115
H -19.711 15.286 -13.319
H -16.871 7.717 -9.516
H -21.058 14.687 -7.993
H -15.359 5.228 -12.573
*
```

Mulliken population analysis, charges in e, atoms 1 to 2:
1 P 1.3419
2 F -0.3689

=====

Record 4
Below is a structure of composition C20H53N4O8Zn in a non-equilibrium geometry, with properties calculated with ωB97M-V/def2-TZVPD.

The value obtained for the strongest force on any atom is 1.87 eV/A. The total energy comes out at -3393.86531 hartree.

Geometry as ORCA input:
```
! wB97M-V def2-TZVPD RIJCOSX def2/J DEFGRID3
* xyz 1 1
Zn -0.554 -0.589 -3.832
O -0.293 0.521 -5.468
O -1.493 2.218 3.664
O 0.258 0.666 -0.408
O 2.357 -1.684 3.158
O -0.653 -6.184 2.054
O -0.378 -0.935 -1.853
O 0.056 1.063 -2.613
O 1.764 4.484 0.815
N -1.692 -3.017 0.557
N -2.522 -0.394 -4.178
N 0.204 4.202 -2.475
N -0.206 -0.839 2.119
C 2.957 4.023 1.403
C -0.928 3.439 4.014
C -0.586 1.387 2.992
C -2.589 -0.295 -5.707
C -1.000 -6.911 3.224
C 3.322 -0.019 1.743
C -0.933 -0.640 4.456
C 0.301 4.534 -1.041
C 3.427 -1.449 2.249
C -0.891 3.994 -0.260
C -0.941 -4.289 0.662
C 4.712 -1.695 3.007
C -1.557 0.724 -6.146
C -0.029 0.271 -1.631
C 1.615 4.012 -0.504
C 0.693 1.510 -5.809
C -3.997 0.077 -6.133
C -1.360 -4.994 1.938
C 0.549 -3.999 0.598
C -1.044 -0.049 3.067
H 0.258 2.507 -5.758
H 0.379 1.394 3.533
H 4.619 -2.518 3.713
H 3.380 -2.133 1.390
H -0.729 4.444 -2.792
H 0.086 -0.971 4.672
H -0.390 1.751 1.974
H 4.172 0.256 1.102
H -1.803 4.512 -0.582
H -1.208 0.071 5.238
H -1.698 4.077 4.441
H -0.855 4.215 0.809
H 5.564 -1.867 2.347
H -1.057 2.928 -0.431
H 1.531 -1.312 2.797
H 0.777 -3.487 -0.337
H -1.905 1.743 -5.955
H -4.215 1.128 -5.957
H 0.818 -3.377 1.458
H -4.156 -0.156 -7.188
H 1.642 2.905 -0.492
H 0.259 3.195 -2.600
H 3.350 0.705 2.559
H 4.995 -0.820 3.603
H -1.583 -1.509 4.572
H -0.658 -1.718 1.865
H 3.007 2.929 1.437
H -1.363 0.616 -7.215
H -3.216 -1.098 -3.927
H -1.208 -4.309 2.786
H -2.067 -7.154 3.225
H -2.967 0.455 -3.821
H -0.067 3.332 4.686
H 3.050 4.471 2.389
H 0.323 5.622 -0.977
H 1.071 1.361 -6.823
H -2.076 -0.159 2.704
H 0.624 1.562 -0.514
H -2.675 -3.217 0.411
H -0.357 -7.784 3.240
H -0.183 -0.307 1.257
H 1.514 1.385 -5.112
H -1.366 -2.483 -0.242
H 1.151 -4.895 0.733
H -2.334 -1.300 -6.050
H 2.447 4.363 -1.126
H 2.415 0.132 1.153
H -1.225 -4.921 -0.193
H -2.445 -5.185 1.860
H 3.851 4.355 0.851
H -0.801 -6.299 4.113
H -0.530 4.001 3.147
H -4.714 -0.579 -5.636
*
```

Mulliken population analysis, charges in e, atoms 1 to 2:
1 Zn 0.0684
2 O -0.0045

=====

Record 5
Below is a structure of composition C20H54As4F27N7O15 in a non-equilibrium geometry, with properties calculated with ωB97M-V/def2-TZVPD.

The value obtained for the strongest force on any atom is 3.14 eV/A. The total energy comes out at -13945.81201 hartree.

Geometry as ORCA input:
```
! wB97M-V def2-TZVPD RIJCOSX def2/J DEFGRID3
* xyz -4 1
As -2.680 1.693 -5.489
As -4.832 3.120 0.563
As -0.413 -5.787 -1.689
As 0.464 6.720 -1.644
F -4.168 1.318 -4.654
F -1.558 -4.760 -0.765
F -0.093 -4.398 -2.685
F -3.658 2.647 1.781
F -0.157 5.608 -0.424
F -6.154 2.492 1.541
F -2.408 3.016 -4.412
F -3.543 3.751 -0.378
F 1.766 3.738 -4.563
F -1.882 0.545 -4.458
F -0.952 7.694 -1.332
F 3.179 4.515 -6.044
F -3.577 2.769 -6.576
F 1.445 7.644 -0.512
F 0.856 7.780 -2.963
F -0.942 -7.160 -0.699
F -4.661 1.534 -0.205
F -1.217 2.071 -6.347
F 2.333 2.487 -6.170
F -0.403 5.730 -2.813
F -3.008 0.408 -6.666
F -6.073 3.610 -0.592
F 0.811 -5.343 -0.507
F 1.793 5.618 -1.822
F -1.613 -6.236 -2.844
F 0.833 -6.748 -2.430
F -4.938 4.675 1.373
O 3.916 1.458 -4.377
O 1.735 -3.874 2.900
O 5.508 -0.125 -0.653
O 4.932 3.124 2.368
O 3.766 -0.929 0.353
O 5.267 3.142 -4.887
O 0.221 -0.082 2.044
O -0.623 -1.075 -0.715
O 5.611 -2.056 0.366
O -0.216 3.113 2.625
O -0.466 4.347 4.399
O -5.768 -2.965 1.828
O -0.018 2.239 4.623
O -1.787 -0.733 2.296
O -0.505 -0.540 4.038
N -0.655 -0.515 2.806
N 0.164 -5.946 2.551
N -4.100 -3.716 -0.207
N 2.848 1.314 1.968
N -1.488 1.403 0.122
N -0.267 3.224 3.882
N 4.986 -1.035 -0.011
C -0.170 0.057 -1.464
C -0.603 2.537 -1.958
C 6.209 3.656 2.570
C 4.767 2.597 1.052
C 2.603 -2.744 2.821
C -6.354 -3.630 2.907
C 0.409 -1.984 -0.371
C 3.171 -0.565 -3.437
C 3.073 0.933 -3.373
C 0.638 -3.778 3.759
C -0.402 -4.805 3.387
C -4.001 -1.207 -0.134
C 3.303 2.257 0.864
C 4.032 2.890 -4.440
C 2.873 3.426 -5.328
C 2.355 3.425 0.781
C -1.164 1.258 -1.344
C -3.714 -2.478 0.621
C -1.178 -5.343 4.594
C -4.388 -2.617 1.965
H -6.136 -3.175 3.890
H 2.445 3.902 -0.198
H 0.255 2.856 -1.361
H -3.652 -4.532 0.207
H 0.711 0.480 -0.960
H 1.845 1.183 2.110
H -0.746 1.836 0.698
H 0.940 -4.018 4.789
H -0.529 -6.599 2.193
H 2.025 1.189 -3.576
H -1.203 -4.486 2.715
H -2.667 -2.709 0.816
H 3.159 0.365 1.716
H -3.672 -0.383 0.502
H 2.460 -1.091 -2.792
H -3.711 -3.700 -1.156
H -0.115 -2.839 0.077
H 2.828 -0.955 -4.405
H -3.778 -3.289 2.584
H -1.753 -6.201 4.228
H 4.199 -0.882 -3.257
H 3.077 1.638 -0.005
H -5.991 -4.660 2.989
H 6.294 4.673 2.157
H 7.062 3.186 2.061
H 1.986 -1.846 2.712
H 0.868 -2.451 -1.249
H -7.424 -3.417 2.910
H -2.117 1.165 -1.868
H 0.355 -2.717 3.797
H 3.288 -2.792 1.978
H -1.905 -4.652 5.012
H 1.180 -1.647 0.323
H -5.102 -3.914 -0.200
H 4.929 3.394 0.320
H -1.352 3.311 -1.776
H 6.358 3.664 3.649
H 5.418 1.731 0.920
H -5.068 -1.044 -0.290
H 1.292 3.175 0.797
H 3.275 1.572 2.858
H -2.412 1.754 0.412
H 0.088 -0.093 -2.511
H -0.554 2.483 -3.043
H 2.423 4.163 1.581
H 3.876 3.405 -3.474
H -4.438 -1.657 2.480
H 3.325 1.107 -2.316
H 0.684 -5.515 1.760
H -0.546 -5.674 5.420
H -1.422 0.476 0.584
H 3.135 -2.655 3.775
H 0.882 -6.401 3.118
H -3.434 -1.126 -1.061
*
```

Mulliken population analysis, charges in e, atoms 1 to 2:
1 As 2.0290
2 As 1.9793